Entry from the OMol25 dataset: a cluster of 5 separate species, C67H50F9N2O12PSi in total at a distorted geometry (ωB97M-V with the def2-TZVPD basis set).

Structure (XYZ):
```
142
C67H50F9N2O12PSi | the OMol25 dataset | ωB97M-V with the def2-TZVPD basis set
C -3.356 -1.739 -3.994
N -2.941 -0.893 -2.877
C -3.776 -1.040 -1.660
Si -2.653 -1.667 -0.293
C -1.947 -3.356 -0.690
C -3.035 -4.433 -0.883
C -3.432 -5.288 0.316
O -4.429 -5.937 0.357
O -2.693 -5.112 1.445
C -3.448 -1.783 1.409
C -4.484 -0.709 1.796
C -5.845 -1.258 2.141
F -6.578 -0.307 2.778
F -5.739 -2.319 2.982
C -6.681 -1.729 0.908
F -6.040 -2.778 0.350
F -6.667 -0.712 0.021
C -8.185 -2.134 1.046
F -8.684 -2.149 -0.203
F -8.833 -1.199 1.755
C -8.529 -3.523 1.657
F -8.025 -3.653 2.886
F -9.855 -3.632 1.727
F -8.055 -4.501 0.895
P -0.942 -0.213 -0.211
N -1.339 1.258 0.107
O 0.161 -0.812 0.809
O -0.073 -0.489 -1.539
H -4.447 -1.743 -4.138
H -2.883 -1.382 -4.913
H -3.029 -2.773 -3.833
H -2.972 0.076 -3.172
H -4.624 -1.722 -1.818
H -4.227 -0.073 -1.397
H -1.284 -3.305 -1.560
H -1.305 -3.564 0.174
H -2.760 -5.113 -1.701
H -4.006 -4.015 -1.183
H -1.751 -5.026 1.237
H -3.868 -2.789 1.519
H -2.620 -1.739 2.130
H -4.620 0.060 1.029
H -4.174 -0.182 2.708
H -2.338 1.378 0.240
H 0.214 -0.215 1.572
H -0.624 -0.371 -2.333
O -3.560 3.693 0.555
C -3.751 4.785 1.045
C -5.047 5.138 1.693
C -6.049 4.178 1.765
C -7.254 4.479 2.376
C -7.465 5.743 2.916
C -6.472 6.706 2.842
C -5.260 6.408 2.231
C -4.209 7.468 2.158
O -4.413 8.582 2.590
C -2.902 7.099 1.543
C -1.886 8.047 1.498
C -0.658 7.716 0.950
C -0.437 6.439 0.446
C -1.446 5.490 0.481
C -2.681 5.822 1.027
H -5.864 3.200 1.339
H -8.032 3.729 2.433
H -8.406 5.976 3.396
H -6.618 7.696 3.252
H -2.075 9.034 1.900
H 0.133 8.454 0.917
H 0.527 6.182 0.026
H -1.295 4.488 0.100
O -2.926 -1.076 3.908
C -3.791 -1.248 4.746
C -4.455 -2.570 4.917
C -4.037 -3.634 4.131
C -4.662 -4.865 4.234
C -5.694 -5.048 5.147
C -6.106 -3.994 5.949
C -5.494 -2.750 5.833
C -5.978 -1.625 6.682
O -6.899 -1.766 7.456
C -5.284 -0.309 6.539
C -5.694 0.754 7.335
C -5.066 1.983 7.224
C -4.028 2.159 6.316
C -3.618 1.105 5.517
C -4.243 -0.132 5.626
H -3.227 -3.486 3.429
H -4.343 -5.677 3.593
H -6.182 -6.010 5.227
H -6.911 -4.112 6.662
H -6.504 0.597 8.034
H -5.387 2.810 7.845
H -3.539 3.121 6.232
H -2.815 1.221 4.803
O 7.351 -1.499 -5.053
C 6.188 -1.772 -4.846
C 5.799 -2.772 -3.811
C 6.797 -3.376 -3.056
C 6.460 -4.290 -2.073
C 5.126 -4.604 -1.839
C 4.128 -4.008 -2.590
C 4.459 -3.090 -3.579
C 3.366 -2.461 -4.375
O 2.205 -2.765 -4.203
C 3.754 -1.439 -5.391
C 2.756 -0.809 -6.125
C 3.090 0.146 -7.070
C 4.424 0.474 -7.291
C 5.422 -0.154 -6.566
C 5.091 -1.109 -5.611
H 7.828 -3.112 -3.249
H 7.238 -4.757 -1.483
H 4.866 -5.314 -1.064
H 3.084 -4.236 -2.422
H 1.726 -1.081 -5.940
H 2.312 0.635 -7.641
H 4.682 1.218 -8.033
H 6.466 0.076 -6.731
O 13.666 2.723 -4.141
C 12.852 2.111 -3.483
C 11.438 1.971 -3.933
C 11.061 2.536 -5.146
C 9.757 2.407 -5.593
C 8.824 1.712 -4.831
C 9.191 1.153 -3.620
C 10.498 1.280 -3.166
C 10.865 0.672 -1.854
O 10.044 0.101 -1.170
C 12.287 0.791 -1.415
C 12.668 0.210 -0.212
C 13.984 0.296 0.212
C 14.925 0.963 -0.565
C 14.550 1.548 -1.762
C 13.231 1.465 -2.192
H 11.804 3.069 -5.724
H 9.466 2.845 -6.539
H 7.807 1.601 -5.184
H 8.476 0.608 -3.019
H 11.920 -0.305 0.377
H 14.279 -0.157 1.149
H 15.953 1.027 -0.232
H 15.266 2.075 -2.379
```

Calculated values
Electronic energy (eV): -139469.072
Frontier orbital gap (Eh): 0.294
2S+1: 1
Net charge: 0
HOMO (hartree): -0.3333
SMILES: CNC[Si@](CCC(=O)O)(CCC(F)(F)C(F)(F)C(F)(F)C(F)(F)F)P(=N)(O)O.O=C1c2ccccc2C(=O)c2ccccc21.O=C1c2ccccc2C(=O)c2ccccc21.O=C1c2ccccc2C(=O)c2ccccc21.O=C1c2ccccc2C(=O)c2ccccc21

Entry from the OMol25 dataset: a cluster of 2 separate species, C4H12 in total at a distorted geometry (ωB97M-V with the def2-TZVPD basis set).

Structure (XYZ):
```
16
C4H12 | the OMol25 dataset | ωB97M-V with the def2-TZVPD basis set
C -2.516 1.760 0.937
C -1.889 0.343 1.105
H -2.169 1.980 -0.023
H -3.591 1.559 0.929
H -2.275 2.300 1.788
H -2.239 -0.425 1.833
H -0.775 0.474 1.397
H -1.834 -0.194 -0.013
C 2.290 -0.744 -0.270
C 2.096 -1.197 -1.723
H 3.107 -1.369 0.105
H 2.496 0.377 -0.140
H 1.447 -0.927 0.357
H 0.995 -1.389 -1.966
H 2.216 -0.430 -2.417
H 2.640 -2.118 -1.899
```

Calculated values
Electronic energy (eV): -4341.235
Frontier orbital gap (Eh): 0.458
Relative energy (zero: lowest compared OMol25 entry of this formula, charge and spin) (kcal per mole): 29.8
2S+1: 1
Net charge: 0
HOMO (hartree): -0.4177
SMILES: CC.CC

Entry from the OMol25 dataset: a structure of composition C36H94NO18Sr at a distorted geometry (ωB97M-V with the def2-TZVPD basis set).

Structure (XYZ):
```
150
C36H94NO18Sr | the OMol25 dataset | ωB97M-V with the def2-TZVPD basis set
Sr 2.708 2.587 1.816
C -0.077 -0.384 -1.093
C 0.075 0.959 -0.358
C -1.221 1.770 -0.405
C -2.320 1.118 0.452
C -1.813 1.091 1.909
C -0.449 0.267 2.071
N 0.454 0.736 1.040
O 1.802 0.239 1.259
C -0.809 -1.280 2.071
C 0.079 0.704 3.489
C 1.122 1.780 -1.233
H -0.406 -0.218 -2.119
H -0.818 -0.990 -0.573
H 0.841 -0.972 -1.069
H -1.519 1.977 -1.433
H -1.125 2.797 -0.052
H -2.695 0.163 0.084
H -3.144 1.829 0.514
H -2.657 0.644 2.434
H -1.621 2.080 2.327
H -1.344 -1.644 1.193
H -1.407 -1.486 2.958
H 0.062 -1.901 2.277
H 0.980 0.253 3.904
H -0.665 0.323 4.189
H -0.029 1.778 3.638
H 1.988 1.119 -1.247
H 1.470 2.740 -0.851
H 0.697 2.011 -2.210
C 3.027 5.263 -5.505
C 3.398 4.965 -4.094
C 3.278 3.524 -3.522
O 4.723 5.384 -3.953
H 1.999 5.008 -5.762
H 3.634 4.732 -6.239
H 3.151 6.285 -5.863
H 2.808 5.648 -3.483
H 4.038 2.812 -3.845
H 2.355 3.145 -3.959
H 3.231 3.503 -2.433
H 5.279 4.838 -4.513
C -2.110 -5.503 -2.657
C -1.016 -5.510 -1.614
C -0.759 -4.150 -0.886
O -1.315 -6.475 -0.695
H -1.936 -4.694 -3.367
H -3.075 -5.406 -2.161
H -2.221 -6.467 -3.154
H -0.159 -5.917 -2.151
H -1.699 -3.797 -0.460
H -0.423 -3.464 -1.664
H -0.015 -4.160 -0.089
H -0.608 -6.543 -0.050
C 4.665 -2.943 1.139
C 5.372 -2.055 -0.010
C 4.518 -1.677 -1.239
O 5.763 -0.863 0.629
H 5.254 -3.141 2.035
H 4.540 -3.945 0.730
H 3.756 -2.502 1.548
H 6.230 -2.597 -0.408
H 5.169 -1.279 -2.018
H 3.665 -1.157 -0.803
H 4.104 -2.587 -1.672
H 6.409 -1.026 1.320
C -3.178 -2.040 6.444
C -2.080 -2.879 5.835
C -0.713 -2.211 6.160
O -2.259 -4.073 6.562
H -4.162 -2.471 6.256
H -3.206 -1.108 5.879
H -3.153 -1.851 7.517
H -2.311 -2.936 4.771
H -0.365 -2.537 7.140
H -0.832 -1.128 6.166
H -0.023 -2.515 5.372
H -2.953 -4.461 6.024
C 1.774 -3.668 -6.177
C 0.539 -3.247 -5.311
C 0.879 -2.469 -3.938
O -0.183 -2.427 -6.151
H 2.390 -2.868 -6.588
H 1.334 -4.181 -7.032
H 2.512 -4.331 -5.724
H -0.078 -4.139 -5.205
H -0.021 -2.218 -3.377
H 1.409 -1.525 -4.059
H 1.463 -3.057 -3.230
H -1.012 -2.195 -5.726
C 1.504 5.438 0.409
C 0.474 5.067 1.586
O 0.393 3.702 1.905
O 2.746 4.785 0.415
H 1.662 6.508 0.271
H 0.945 5.075 -0.453
H -0.478 5.551 1.367
H 0.740 5.553 2.525
H -0.042 3.638 2.758
H 3.389 5.393 0.045
C -4.872 -1.160 -0.816
C -3.853 -1.288 -1.962
O -3.567 -2.686 -2.242
O -6.045 -1.889 -1.238
H -5.082 -0.090 -0.789
H -4.374 -1.515 0.086
H -2.970 -0.728 -1.655
H -4.344 -0.838 -2.825
H -3.126 -2.732 -3.094
H -5.620 -2.658 -1.624
C 5.993 3.175 0.598
C 5.288 2.331 -0.501
O 4.378 1.398 0.119
O 5.081 3.658 1.574
H 6.422 4.055 0.120
H 6.779 2.603 1.092
H 5.899 1.968 -1.327
H 4.638 3.047 -1.004
H 4.747 0.515 0.045
H 5.690 4.230 2.047
C -1.564 1.786 -5.829
C -1.933 1.106 -4.507
O -3.359 1.115 -4.366
O -2.037 1.027 -6.917
H -0.486 1.931 -5.899
H -2.077 2.746 -5.894
H -1.494 1.659 -3.677
H -1.644 0.055 -4.507
H -3.736 0.644 -5.112
H -2.990 1.050 -6.802
C -1.113 5.160 5.183
C -2.203 5.050 6.263
O -1.962 3.946 7.142
O -1.211 4.036 4.312
H -0.172 5.080 5.727
H -1.164 6.120 4.669
H -3.226 5.096 5.891
H -2.086 5.917 6.914
H -1.266 4.173 7.763
H -1.229 3.199 4.782
C -4.071 -3.894 2.644
C -4.275 -5.221 3.351
O -4.265 -5.080 4.718
O -5.001 -2.957 3.073
H -4.243 -4.085 1.585
H -3.077 -3.453 2.724
H -3.600 -6.044 3.113
H -5.170 -5.818 3.178
H -5.026 -4.523 4.896
H -5.673 -2.730 2.427
```

Calculated values
Electronic energy (eV): -78026.026
Frontier orbital gap (Eh): 0.199
2S+1: 1
Net charge: +1
HOMO (hartree): -0.3146

Entry from the OMol25 dataset: the molecule C6H8N2O2 at a distorted geometry (ωB97M-V with the def2-TZVPD basis set).

Structure (XYZ):
```
18
C6H8N2O2 | the OMol25 dataset | ωB97M-V with the def2-TZVPD basis set
O -1.052 1.001 2.295
C -0.237 0.720 1.400
C 0.719 1.706 0.760
C 1.650 0.749 0.072
N 0.848 -0.453 -0.279
C 0.186 -0.555 -1.475
O 0.454 -0.072 -2.562
C -1.071 -1.514 -1.145
C -1.268 -1.257 0.300
N -0.100 -0.479 0.758
H 0.317 2.412 -0.053
H 1.001 2.431 1.507
H 2.613 0.408 0.666
H 1.979 1.287 -0.900
H -1.942 -1.213 -1.774
H -0.756 -2.562 -1.411
H -2.181 -0.584 0.303
H -1.356 -2.182 0.972
```

Calculated values
Electronic energy (eV): -13425.458
Frontier orbital gap (Eh): 0.364
Relative energy (zero: lowest compared OMol25 entry of this formula, charge and spin) (kcal per mole): 44.2
2S+1: 1
Net charge: 0
HOMO (hartree): -0.3364
SMILES: O=C1CCN2C(=O)CCN12

Entry from the OMol25 dataset: a structure of composition C49H40N2O8P2PdS (ωB97M-V with the def2-TZVPD basis set).

Structure (XYZ):
```
103
C49H40N2O8P2PdS | the OMol25 dataset | ωB97M-V with the def2-TZVPD basis set
Pd -0.435 -2.146 -1.356
O -0.151 0.567 -1.310
P -0.747 1.815 -0.781
C 0.188 2.511 0.628
P -0.056 1.491 2.126
O -0.435 0.086 1.867
C -1.337 2.368 3.056
C -2.515 1.680 3.320
C -3.544 2.309 4.008
C -3.396 3.622 4.428
C -2.217 4.312 4.168
C -1.188 3.685 3.485
C 1.467 1.642 3.080
C 1.790 0.555 3.888
C 2.923 0.600 4.686
C 3.736 1.726 4.678
C 3.421 2.808 3.866
C 2.289 2.765 3.066
C -2.455 1.697 -0.212
C -3.207 2.848 0.021
C -4.504 2.745 0.493
C -5.055 1.491 0.728
C -4.308 0.344 0.499
C -3.003 0.444 0.034
C -0.791 3.132 -2.023
C 0.038 4.249 -2.001
C -0.027 5.189 -3.021
C -0.915 5.011 -4.072
C -1.737 3.892 -4.106
C -1.675 2.957 -3.086
H -0.128 3.537 0.835
H 1.243 2.510 0.341
H -2.615 0.659 2.972
H -4.463 1.774 4.209
H -4.200 4.113 4.963
H -2.101 5.335 4.503
H -0.263 4.221 3.298
H 1.161 -0.327 3.868
H 3.174 -0.249 5.310
H 4.621 1.759 5.300
H 4.060 3.681 3.851
H 2.056 3.610 2.427
H -2.784 3.828 -0.178
H -5.086 3.639 0.676
H -6.072 1.409 1.091
H -4.733 -0.634 0.686
H -2.404 -0.444 -0.109
H 0.738 4.397 -1.187
H 0.614 6.061 -2.993
H -0.966 5.745 -4.866
H -2.426 3.748 -4.928
H -2.315 2.082 -3.114
C 2.665 3.361 -5.176
C 1.959 2.068 -4.870
C 0.850 1.662 -5.607
C 0.209 0.467 -5.329
C 0.676 -0.332 -4.295
C 1.776 0.053 -3.545
C 2.410 1.248 -3.840
S -0.135 -1.877 -3.988
O -1.353 -1.582 -3.182
O -0.355 -2.504 -5.255
N 0.756 -2.627 -2.924
C 1.542 -3.754 -3.194
C 2.564 -3.692 -4.110
C 3.374 -4.810 -4.385
C 3.181 -5.984 -3.717
C 2.137 -6.086 -2.768
C 1.876 -7.284 -2.064
C 0.829 -7.340 -1.194
C 0.024 -6.188 -1.041
N 0.233 -5.064 -1.667
C 1.290 -4.981 -2.511
H 2.374 3.749 -6.152
H 3.747 3.227 -5.169
H 2.420 4.120 -4.430
H 0.493 2.284 -6.419
H -0.636 0.141 -5.924
H 2.120 -0.578 -2.739
H 3.278 1.546 -3.261
H 2.751 -2.757 -4.626
H 4.163 -4.719 -5.120
H 3.807 -6.848 -3.906
H 2.514 -8.143 -2.234
H 0.600 -8.239 -0.639
H -0.832 -6.212 -0.373
O -1.514 -2.469 0.546
C -0.361 -2.668 1.017
O 0.638 -2.666 0.209
C -0.117 -2.874 2.461
C 1.124 -3.313 2.896
C 1.398 -3.465 4.258
C 0.384 -3.148 5.127
O 0.402 -3.195 6.493
C -0.881 -2.739 6.926
O -1.667 -2.469 5.770
C -0.857 -2.712 4.689
C -1.146 -2.567 3.361
H 1.885 -3.529 2.158
H 2.359 -3.810 4.614
H -0.761 -1.822 7.507
H -1.360 -3.521 7.518
H -2.099 -2.209 2.998
```

Calculated values
Electronic energy (eV): -103717.448
Frontier orbital gap (Eh): 0.299
Relative energy (zero: lowest compared OMol25 entry of this formula, charge and spin) (kcal per mole): 0.0
2S+1: 1
Net charge: 0
HOMO (hartree): -0.2854